[1]
C22H26N4O6S | wB97M-V/def2-TZVPD

Geometry as ORCA input:
```
! RIJCOSX wB97M-V def2-TZVPD def2/J DEFGRID3
* xyz 0 1
C 5.46 7.62 2.09
H 4.65 8.28 2.57
H 6.38 7.95 2.15
C 5.20 6.26 2.47
C 6.07 5.49 1.79
N 6.07 3.96 2.19
C 5.61 2.99 1.44
O 5.22 3.37 0.02
C 5.39 1.74 1.81
N 4.28 0.92 1.19
C 4.66 0.50 -0.26
N 3.72 0.07 -0.95
C 2.29 -0.13 -0.17
C 2.14 0.05 0.98
C 0.72 -0.12 1.35
C 0.20 -0.90 0.45
C -1.36 -1.36 0.53
O -1.93 -1.29 1.47
N -1.75 -1.92 -0.95
C -2.83 -2.55 -1.10
C -3.95 -2.50 -0.23
C -4.97 -3.27 -0.55
C -5.27 -3.70 -1.96
C -4.15 -3.61 -2.75
C -3.11 -2.76 -2.68
H -2.34 -2.86 -3.18
O -4.63 -3.94 -3.91
C -3.47 -3.99 -5.17
H -3.82 -4.47 -5.80
H -3.21 -3.00 -5.19
H -2.60 -4.52 -4.79
O -6.57 -4.11 -2.31
C -7.28 -3.57 -3.29
H -6.80 -3.39 -4.10
H -8.20 -4.07 -3.32
H -7.46 -2.62 -3.07
O -6.14 -3.13 0.36
C -7.21 -4.07 0.39
H -7.93 -3.28 -0.40
H -7.57 -3.90 1.25
H -7.28 -5.02 0.02
H -3.60 -2.40 0.89
H -0.96 -1.84 -1.49
S 1.11 -0.97 -0.93
C 0.24 0.14 2.66
H -0.30 -0.96 3.19
H -0.84 0.58 2.69
H 0.71 0.49 3.46
C 3.08 0.82 1.71
O 3.14 1.19 2.99
H 5.47 0.73 -0.62
H 5.07 1.72 2.84
H 6.17 1.07 1.61
H 6.14 3.62 3.15
H 5.97 5.27 0.72
H 7.36 5.42 1.93
H 4.20 6.03 2.28
H 5.52 6.15 3.59
H 5.31 7.78 0.92
*
```

[2]
C6H15AuN3SbSe4 | wB97M-V/def2-TZVPD

Geometry as ORCA input:
```
! RIJCOSX wB97M-V def2-TZVPD def2/J DEFGRID3
* xyz 0 1
Au 1.07 -0.44 0.71
C 0.29 -0.25 -2.39
C -0.77 -1.18 -1.77
N -0.80 -1.21 -0.29
C -1.97 -0.52 0.32
C -1.60 0.43 1.46
N -0.36 1.18 1.19
C -0.43 2.29 0.22
C -0.47 1.85 -1.26
N 0.58 0.91 -1.57
H -0.05 0.00 -3.40
H 1.23 -0.80 -2.48
H -0.58 -2.19 -2.14
H -1.77 -0.91 -2.13
H -0.78 -2.17 0.02
H -2.68 -1.25 0.70
H -2.48 0.03 -0.47
H -1.41 -0.14 2.37
H -2.44 1.10 1.65
H -0.01 1.56 2.07
H 0.46 2.89 0.37
H -1.30 2.92 0.43
H -0.42 2.77 -1.86
H -1.44 1.40 -1.50
H 1.45 1.36 -1.84
Se 5.84 -2.50 2.46
Sb 3.51 -2.15 2.61
Se 2.40 -2.36 0.25
Se 2.03 -2.97 4.25
Se 2.90 0.33 2.03
*
```

[3]
C30H60O40S7 | wB97M-V/def2-TZVPD

Geometry as ORCA input:
```
! RIJCOSX wB97M-V def2-TZVPD def2/J DEFGRID3
* xyz 0 1
O 19.80 14.67 -19.60
S 19.55 15.58 -18.47
O 18.26 15.47 -17.80
O 20.73 15.49 -17.30
C 21.04 16.78 -16.74
C 20.31 17.85 -17.52
O 19.85 17.19 -18.70
H 20.85 16.74 -15.67
H 22.12 16.90 -16.85
H 21.07 18.54 -17.87
H 19.48 18.33 -17.01
O 33.56 29.16 -14.37
S 32.32 29.89 -14.37
O 32.11 30.78 -13.21
O 32.03 30.64 -15.85
C 31.72 29.64 -16.81
C 30.62 28.82 -16.15
O 31.08 28.81 -14.79
H 31.42 30.13 -17.74
H 32.66 29.10 -16.93
H 30.59 27.78 -16.46
H 29.64 29.29 -16.15
O 24.44 31.08 -24.57
S 23.35 31.45 -23.67
O 22.41 32.39 -24.26
O 22.62 30.10 -22.96
C 23.45 29.64 -21.95
C 23.69 30.89 -21.11
O 23.94 31.89 -22.13
H 23.05 28.78 -21.41
H 24.34 29.19 -22.41
H 24.53 30.87 -20.42
H 22.83 31.11 -20.47
O 22.08 18.89 -7.23
S 23.11 17.97 -7.76
O 22.95 17.53 -9.18
O 24.63 18.49 -7.57
C 25.43 17.47 -6.98
C 24.60 16.21 -6.65
O 23.24 16.68 -6.78
H 26.31 17.24 -7.57
H 25.55 17.86 -5.96
H 24.74 15.85 -5.63
H 24.84 15.38 -7.31
O 25.24 24.37 -16.26
S 24.98 22.94 -16.40
O 24.41 22.45 -17.65
O 26.38 22.12 -16.08
C 26.66 22.02 -14.62
C 25.18 21.81 -14.08
O 24.24 22.25 -15.08
H 27.30 21.16 -14.40
H 27.01 23.02 -14.39
H 25.08 22.33 -13.13
H 25.00 20.74 -13.95
O 26.34 27.91 -10.94
S 25.92 29.30 -10.83
O 25.48 29.96 -12.08
O 24.73 29.47 -9.76
C 25.29 29.69 -8.48
C 26.55 30.57 -8.72
O 26.97 30.32 -10.00
H 24.57 30.26 -7.90
H 25.53 28.77 -7.94
H 27.33 30.59 -7.95
H 26.27 31.62 -8.66
O 27.89 12.82 -13.05
S 26.58 13.23 -12.58
O 26.44 14.60 -12.05
O 25.44 13.05 -13.81
C 24.65 11.84 -13.66
C 25.12 11.06 -12.39
O 25.90 12.04 -11.65
H 23.65 12.17 -13.41
H 24.81 11.25 -14.57
H 25.87 10.31 -12.65
H 24.26 10.67 -11.84
C 19.60 27.25 -16.15
C 18.17 26.77 -16.40
O 18.04 26.67 -17.85
C 18.23 25.40 -18.46
O 18.40 24.39 -17.74
O 18.32 25.50 -19.75
C 18.60 24.36 -20.41
H 20.37 26.53 -16.41
H 19.81 27.55 -15.12
H 19.82 28.17 -16.69
H 17.43 27.50 -16.07
H 17.94 25.84 -15.88
H 18.24 24.40 -21.44
H 17.99 23.50 -20.13
H 19.63 24.00 -20.36
C 30.00 22.79 -8.12
C 31.38 22.35 -8.59
O 31.33 21.56 -9.76
C 31.60 20.26 -9.82
O 31.73 19.48 -8.87
O 31.84 19.97 -11.09
C 32.54 18.81 -11.42
H 30.28 23.59 -7.43
H 29.45 22.02 -7.58
H 29.36 23.10 -8.95
H 31.82 21.72 -7.82
H 32.07 23.18 -8.70
H 33.18 18.41 -10.63
H 33.25 18.82 -12.25
H 31.88 17.99 -11.69
C 21.10 25.42 -28.18
C 22.49 25.99 -27.94
O 23.02 25.54 -26.71
C 23.69 24.33 -26.65
O 23.96 23.58 -27.56
O 24.08 24.09 -25.35
C 24.95 22.94 -25.03
H 21.24 24.34 -28.27
H 20.58 25.91 -29.01
H 20.42 25.53 -27.33
H 22.40 27.07 -27.91
H 23.08 25.77 -28.84
H 25.16 22.72 -23.98
H 25.89 22.91 -25.58
H 24.50 22.02 -25.39
C 31.21 18.24 -18.51
C 30.28 18.04 -19.71
O 29.33 17.08 -19.33
C 28.25 16.72 -20.14
O 27.97 17.20 -21.23
O 27.51 15.85 -19.42
C 26.42 15.08 -19.97
H 30.80 18.76 -17.64
H 32.01 18.92 -18.80
H 31.69 17.30 -18.23
H 30.80 17.66 -20.59
H 29.87 18.98 -20.10
H 26.70 14.81 -20.99
H 25.56 15.75 -19.94
H 26.25 14.13 -19.46
*
```

Output
SMILES = O=S1(=O)OCCO1.O=S1(=O)OCCO1.O=S1(=O)OCCO1.O=S1(=O)OCCO1.O=S1(=O)OCCO1.O=S1(=O)OCCO1.O=S1(=O)OCCO1.CCOC(=O)OC.CCOC(=O)OC.CCOC(=O)OC.CCOC(=O)OC

[4]
C31H64Cl2O19Si2 | wB97M-V/def2-TZVPD

Geometry as ORCA input:
```
! RIJCOSX wB97M-V def2-TZVPD def2/J DEFGRID3
* xyz 0 1
C -0.16 -3.43 3.93
C -0.19 -4.81 3.32
Cl 1.38 -5.46 2.96
C -1.29 -5.50 3.06
Cl -1.19 -7.11 2.39
Si -3.08 -5.03 3.36
C -3.37 -3.20 3.46
C -4.82 -2.68 3.32
C -5.59 -2.85 4.63
C -5.59 -3.30 2.15
O -3.53 -5.76 4.77
Si -4.62 -6.97 5.02
H -0.85 -3.35 4.76
H 0.85 -3.19 4.28
H -0.44 -2.67 3.18
H -3.83 -5.67 2.26
H -2.99 -2.86 4.43
H -2.72 -2.72 2.71
H -4.74 -1.60 3.11
H -5.51 -3.89 4.99
H -6.65 -2.63 4.50
H -5.21 -2.20 5.41
H -6.55 -2.79 2.02
H -5.80 -4.36 2.33
H -5.04 -3.23 1.20
H -6.00 -6.49 4.75
H -4.52 -7.36 6.44
H -4.33 -8.11 4.14
C -7.33 -12.58 9.09
C -6.98 -12.88 7.65
O -6.37 -11.74 7.00
C -5.08 -11.55 7.28
O -4.39 -12.26 7.96
O -4.66 -10.47 6.62
C -3.28 -10.16 6.79
H -7.98 -11.70 9.15
H -7.86 -13.43 9.52
H -6.43 -12.40 9.68
H -7.87 -13.07 7.05
H -6.30 -13.73 7.57
H -2.65 -11.01 6.55
H -3.08 -9.85 7.82
H -3.09 -9.33 6.11
C 2.14 0.54 2.33
C 0.76 1.13 2.17
O 0.01 1.08 3.40
C 0.34 1.99 4.32
O 1.16 2.86 4.20
O -0.42 1.78 5.40
C -0.17 2.68 6.49
H 2.08 -0.48 2.71
H 2.64 0.51 1.36
H 2.75 1.14 3.01
H 0.16 0.56 1.47
H 0.81 2.17 1.82
H -0.27 3.71 6.16
H 0.83 2.52 6.89
H -0.93 2.44 7.23
C -2.56 2.68 1.78
C -1.86 3.84 2.46
O -2.26 5.10 1.89
C -3.44 5.57 2.30
O -4.15 5.06 3.13
O -3.67 6.73 1.69
C -4.90 7.37 2.07
H -2.38 2.70 0.71
H -2.18 1.74 2.19
H -3.64 2.71 1.96
H -0.79 3.81 2.30
H -2.06 3.85 3.53
H -4.95 7.49 3.15
H -5.75 6.78 1.74
H -4.88 8.33 1.56
C 1.28 -3.18 -2.59
C 0.46 -1.92 -2.75
O 1.09 -0.79 -2.11
C 2.09 -0.23 -2.78
O 2.48 -0.55 -3.88
O 2.60 0.75 -2.04
C 3.72 1.42 -2.63
H 1.46 -3.39 -1.54
H 0.74 -4.02 -3.02
H 2.24 -3.09 -3.11
H -0.50 -2.00 -2.25
H 0.30 -1.68 -3.80
H 3.48 1.78 -3.63
H 4.58 0.75 -2.69
H 3.94 2.25 -1.97
C 2.43 2.60 -6.58
C 2.20 4.00 -6.07
O 3.31 4.87 -6.36
C 3.36 5.33 -7.61
O 2.54 5.14 -8.47
O 4.44 6.11 -7.72
C 4.61 6.71 -9.01
H 3.36 2.19 -6.18
H 1.62 1.95 -6.26
H 2.48 2.58 -7.67
H 2.13 4.02 -4.98
H 1.29 4.43 -6.48
H 3.71 7.26 -9.30
H 4.82 5.95 -9.76
H 5.45 7.39 -8.91
C 10.07 10.00 -12.68
C 9.10 10.70 -11.76
O 8.36 9.76 -10.95
C 9.02 9.28 -9.90
O 10.14 9.57 -9.56
O 8.24 8.40 -9.28
C 8.83 7.76 -8.14
H 9.55 9.28 -13.30
H 10.55 10.74 -13.33
H 10.85 9.50 -12.11
H 8.32 11.22 -12.31
H 9.61 11.41 -11.10
H 9.21 8.50 -7.44
H 9.64 7.10 -8.44
H 8.03 7.19 -7.68
*
```

[5]
CHCl3S | wB97M-V/def2-TZVPD

Geometry as ORCA input:
```
! RIJCOSX wB97M-V def2-TZVPD def2/J DEFGRID3
* xyz 0 1
C 0.32 -0.11 -0.38
S -1.38 0.59 -0.21
Cl 1.39 1.15 -0.85
Cl 0.44 -1.51 -1.37
Cl -1.67 0.42 1.83
H 0.90 -0.55 0.98
*
```

no.,total energy (hartree),orbital gap (eV)
1,-1921.7306,7.18
2,-10383.5694,5.99
3,-6975.6028,10.61
4,-4148.6765,9.60
5,-1817.3855,8.84